{
  "formula": "C30H50As2ClF6IrO3P",
  "method": "the ωB97M-V functional and the def2-TZVPD basis",
  "symbols": ["Ir", "C", "As", "C", "C", "H", "H", "H", "H", "H", "H", "H", "H", "H", "C", "C", "C", "C", "C", "C", "P", "C", "C", "C", "C", "C", "C", "C", "C", "C", "C", "C", "C", "H", "H", "H", "H", "H", "H", "H", "H", "H", "H", "H", "H", "H", "H", "H", "H", "H", "H", "H", "H", "H", "H", "H", "H", "H", "H", "H", "H", "H", "H", "H", "H", "H", "C", "C", "C", "C", "Cl", "C", "C", "C", "O", "C", "C", "O", "O", "H", "H", "H", "H", "H", "H", "H", "H", "F", "As", "F", "F", "F", "F", "F"],
  "xyz": [[-0.681, -0.897, 0.256], [-3.918, -1.536, 1.264], [-2.833, -1.852, -0.294], [-2.987, -3.757, -0.511], [-3.829, -1.084, -1.748], [-4.876, -2.029, 1.092], [-4.063, -0.470, 1.398], [-3.437, -1.963, 2.140], [-4.058, -3.953, -0.577], [-2.576, -4.246, 0.371], [-2.505, -4.116, -1.410], [-4.840, -1.487, -1.682], [-3.393, -1.363, -2.705], [-3.863, -0.002, -1.646], [-0.091, -3.421, -2.115], [0.674, -3.045, -0.836], [1.959, -2.307, -1.128], [1.718, -1.221, -2.175], [1.254, -1.844, -3.517], [0.803, -3.293, -3.346], [0.599, 0.041, -1.432], [1.669, 0.998, -0.273], [1.611, 0.333, 1.119], [2.600, 1.025, 2.062], [4.044, 0.756, 1.602], [4.142, 0.494, 0.090], [3.124, 1.326, -0.686], [0.007, 1.240, -2.669], [1.128, 1.668, -3.650], [0.526, 2.195, -4.960], [-0.739, 2.998, -4.679], [-1.848, 2.095, -4.110], [-1.274, 0.855, -3.407], [-0.944, -2.758, -2.268], [-0.471, -4.437, -2.029], [0.858, -3.907, -0.192], [-0.013, -2.537, -0.026], [2.672, -3.031, -1.531], [2.413, -1.933, -0.216], [2.651, -0.680, -2.338], [2.073, -1.790, -4.234], [0.437, -1.268, -3.950], [1.660, -3.963, -3.262], [0.252, -3.617, -4.228], [1.121, 1.934, -0.191], [1.862, -0.729, 1.107], [0.598, 0.439, 1.558], [2.452, 0.680, 3.087], [2.384, 2.099, 2.046], [4.451, -0.099, 2.142], [4.664, 1.614, 1.867], [3.987, -0.568, -0.114], [5.149, 0.717, -0.261], [3.272, 1.229, -1.762], [3.299, 2.382, -0.466], [-0.248, 2.091, -2.029], [1.808, 0.842, -3.872], [1.726, 2.452, -3.181], [0.291, 1.361, -5.627], [1.269, 2.801, -5.477], [-1.088, 3.493, -5.584], [-0.500, 3.795, -3.969], [-2.518, 1.770, -4.907], [-2.458, 2.662, -3.402], [-1.076, 0.071, -4.139], [-1.995, 0.457, -2.698], [0.019, 4.081, 3.210], [0.034, 2.831, 4.043], [1.077, 2.636, 4.912], [1.160, 1.508, 5.755], [2.491, 1.343, 6.773], [0.152, 0.520, 5.757], [-0.902, 0.685, 4.922], [-0.986, 1.813, 4.046], [-2.075, 1.753, 3.314], [-2.400, 2.509, 2.133], [-1.605, 1.890, 0.975], [-0.834, 2.544, 0.311], [-1.838, 0.613, 0.891], [0.927, 4.649, 3.402], [-0.824, 4.721, 3.476], [-0.026, 3.869, 2.142], [1.869, 3.371, 4.963], [0.233, -0.344, 6.401], [-1.697, -0.044, 4.866], [-2.191, 3.566, 2.226], [-3.465, 2.343, 1.999], [-0.884, -3.918, 1.764], [-0.427, -3.025, 3.186], [1.054, -2.600, 2.370], [-1.168, -1.545, 2.271], [-0.032, -1.897, 4.420], [-1.999, -3.226, 3.822], [0.254, -4.358, 3.960]],
  "forces_ev_per_angstrom": [[0.23, -0.15, -0.07], [-0.07, -0.01, -0.02], [0.06, 0.13, -0.05], [0.02, -0.04, 0.08], [0.01, -0.02, 0.00], [0.01, 0.01, -0.03], [0.01, 0.02, 0.01], [-0.02, -0.01, -0.02], [0.00, 0.02, 0.03], [-0.01, 0.01, -0.08], [0.01, 0.00, -0.06], [0.01, -0.01, 0.01], [0.02, 0.02, -0.02], [0.00, 0.00, -0.01], [-0.03, -0.03, 0.01], [-0.01, -0.06, 0.20], [0.02, -0.01, -0.03], [0.02, 0.00, 0.04], [0.00, -0.01, -0.02], [0.01, -0.01, 0.01], [-0.17, 0.00, -0.08], [0.02, -0.04, 0.03], [0.05, -0.02, -0.05], [-0.04, 0.02, 0.02], [0.00, 0.00, -0.02], [-0.02, 0.01, 0.01], [0.01, -0.02, -0.01], [0.04, 0.00, 0.03], [0.00, 0.00, 0.02], [0.00, 0.00, -0.01], [0.00, 0.01, 0.00], [0.00, 0.01, 0.01], [-0.01, 0.00, -0.02], [-0.03, 0.01, 0.01], [-0.03, 0.00, 0.02], [0.04, -0.02, -0.05], [0.03, 0.05, -0.02], [-0.01, 0.00, 0.00], [0.02, 0.00, 0.00], [-0.01, 0.04, 0.00], [0.00, 0.00, 0.01], [-0.02, 0.02, -0.01], [0.00, 0.01, 0.00], [0.01, 0.01, 0.00], [-0.02, 0.00, 0.01], [0.02, 0.01, 0.02], [-0.05, 0.00, 0.03], [0.01, -0.01, -0.04], [0.01, -0.02, 0.01], [0.00, 0.00, 0.01], [0.00, 0.00, 0.00], [0.01, -0.02, -0.02], [0.00, 0.01, 0.00], [0.01, -0.03, 0.00], [-0.01, 0.00, -0.02], [-0.01, 0.02, 0.01], [-0.01, -0.01, -0.01], [0.01, 0.00, -0.01], [0.00, 0.00, 0.00], [0.00, 0.00, 0.00], [0.00, 0.00, 0.00], [0.00, 0.00, 0.00], [0.01, -0.01, 0.00], [0.00, 0.00, -0.01], [0.00, -0.01, -0.01], [-0.06, -0.04, 0.02], [-0.06, -0.01, 0.00], [0.12, 0.06, 0.04], [-0.07, 0.05, -0.10], [0.00, -0.06, 0.07], [-0.04, 0.01, -0.03], [-0.05, 0.08, 0.07], [0.03, 0.07, 0.11], [-0.11, -0.12, -0.08], [-0.07, 0.15, 0.20], [0.12, -0.10, -0.16], [0.15, -0.03, 0.06], [-0.11, 0.04, -0.06], [-0.01, 0.03, 0.11], [0.00, 0.00, 0.01], [-0.02, -0.01, -0.02], [-0.02, 0.00, -0.02], [0.01, 0.00, 0.01], [0.02, 0.02, -0.02], [0.00, 0.02, -0.01], [0.04, 0.04, 0.08], [-0.02, 0.03, -0.01], [0.04, 0.01, 0.09], [0.19, 0.06, -0.38], [-0.14, -0.02, -0.01], [0.01, -0.03, 0.06], [0.01, -0.17, 0.01], [-0.05, -0.01, 0.05], [-0.03, 0.00, 0.04]],
  "lowdin_charge": [0.954, -0.219, 1.094, -0.210, -0.235, 0.060, 0.035, 0.024, 0.061, 0.037, 0.023, 0.057, 0.041, 0.040, -0.186, -0.194, -0.195, -0.369, -0.158, -0.168, 1.031, -0.384, -0.238, -0.159, -0.158, -0.174, -0.162, -0.402, -0.174, -0.180, -0.180, -0.168, -0.206, 0.076, 0.119, 0.136, -0.002, 0.146, 0.089, 0.108, 0.130, 0.090, 0.125, 0.128, 0.089, 0.078, 0.081, 0.110, 0.117, 0.119, 0.119, 0.098, 0.124, 0.096, 0.130, 0.107, 0.098, 0.119, 0.120, 0.122, 0.118, 0.118, 0.117, 0.113, 0.106, 0.061, -0.003, -0.136, -0.038, -0.611, 0.877, -0.053, 0.055, -0.142, 0.062, 0.001, -0.560, 0.078, -0.245, 0.098, 0.109, 0.076, 0.132, 0.130, 0.142, 0.124, 0.151, -0.248, 0.788, -0.240, -0.415, -0.210, -0.197, -0.164],
  "de_lowest_kj_mol": 59.9,
  "largest_force_ha_per_bohr": 0.008,
  "homo_energy_ev": [-14.833, -15.299],
  "multiplicity": 2,
  "total_charge": 2,
  "s_squared": 0.77
}